No. 1
DFT (wB97M-V/def2-TZVPD) results for a cluster of 2 separate species, C3H10NO in total at a distorted geometry.

The value obtained for the energy above the lowest of the compared OMol25 structures with the same formula, charge and spin is 273.5 kJ/mol. As for the spin multiplicity: 2. Its HOMO-LUMO gap (spin up / spin down) is 10.48 / 6.51 eV. The total charge is +2. The calculation puts the total energy at -249.49681 hartree. As for the expectation value of S²: 0.753.

Geometry (Å):
C (-1.97484, 0.30238, -1.10012)
C (-1.04760, 0.60791, -0.01724)
C (-0.17372, -0.35111, 0.51858)
N (0.78587, 0.02470, 1.56702)
H (-2.86057, 0.93557, -1.02579)
H (-2.33503, -0.73556, -1.08401)
H (-1.42148, 0.39937, -2.05515)
H (-1.01034, 1.62462, 0.36829)
H (-0.22826, -1.41721, 0.33512)
H (0.49660, 0.90029, 2.03030)
H (1.74181, -0.06131, 1.15374)
H (0.74752, -0.71112, 2.29186)
H (2.53470, -1.25570, -1.03430)
H (2.22242, 0.14856, -1.35003)
O (2.52291, -0.41136, -0.59827)

Listed below, in e, are the Löwdin charges computed for each atom:
1. C 0.0241
2. C 0.0940
3. C 0.1106
4. N 0.2470
5. H 0.1321
6. H 0.1364
7. H 0.1705
8. H 0.1637
9. H 0.1745
10. H 0.2017
11. H 0.1638
12. H 0.2077
13. H 0.0756
14. H 0.1006
15. O -0.0025

---

No. 2
DFT (wB97M-V/def2-TZVPD) results for a cluster of 9 separate species, C23H50Cl6N5O7 in total at a distorted geometry.

The value obtained for the energy above the lowest of the compared OMol25 structures with the same formula, charge and spin is 0.0 kJ/mol. Its HOMO-LUMO gap is 8.68 eV. The total charge is -1. The calculation puts the total energy at -4468.18661 hartree.

Geometry (Å):
C (-0.31911, -0.23156, -0.47036)
C (-1.31245, -0.19574, 0.69886)
O (-1.34541, -1.24125, 1.38686)
O (-2.06349, 0.80254, 0.77868)
H (-0.69310, 0.22601, -1.39078)
H (-0.04077, -1.24542, -0.76991)
H (0.59826, 0.28399, -0.16493)
C (0.11706, 7.32667, 0.15557)
C (0.36896, 5.87618, 0.51135)
O (0.63532, 5.55587, 1.65233)
N (0.26625, 5.02102, -0.56366)
C (0.27663, 3.56775, -0.52970)
H (-0.63669, 7.73152, 0.82749)
H (-0.21713, 7.47564, -0.86855)
H (1.04537, 7.86846, 0.34481)
H (0.63066, 5.45797, -1.39496)
H (-0.62379, 3.30712, -1.10234)
H (0.09921, 3.09143, 0.43060)
H (1.06099, 3.02848, -1.06053)
C (4.83762, -3.85518, -1.26855)
C (3.37630, -3.69672, -0.90844)
O (2.49018, -4.26869, -1.52356)
N (3.08830, -2.92999, 0.18210)
C (3.99097, -2.06847, 0.95185)
H (5.12774, -3.07878, -1.97556)
H (5.00922, -4.84845, -1.67107)
H (5.47236, -3.75826, -0.38391)
H (2.10996, -2.67862, 0.21083)
H (3.34269, -1.36144, 1.45306)
H (4.73361, -1.56965, 0.33251)
H (4.50538, -2.67955, 1.69639)
C (2.90327, 1.00059, -2.07181)
C (4.38414, 0.81855, -2.37522)
O (5.21983, 1.65660, -2.10078)
N (4.71000, -0.34184, -3.02284)
C (6.08800, -0.68560, -3.27586)
H (2.50423, 1.60169, -2.88524)
H (2.92257, 1.54766, -1.13239)
H (2.47063, 0.01472, -1.91725)
H (3.96155, -0.88057, -3.42059)
H (6.61184, 0.13391, -3.77208)
H (6.19222, -1.57421, -3.89506)
H (6.62484, -0.88876, -2.34468)
C (-3.56120, 3.81619, -0.21771)
C (-3.71535, 3.18158, -1.57943)
O (-4.59139, 3.56471, -2.34391)
N (-2.94644, 2.11097, -1.86494)
C (-3.28985, 1.21160, -2.93412)
H (-4.54969, 4.11701, 0.11540)
H (-2.90120, 4.68535, -0.30511)
H (-3.11859, 3.19554, 0.56392)
H (-2.27338, 1.76027, -1.19391)
H (-4.36553, 1.06896, -3.01550)
H (-2.85416, 0.23249, -2.72028)
H (-2.86999, 1.52126, -3.89584)
C (-3.36390, -3.89229, 3.01621)
C (-2.53721, -4.72794, 2.04887)
O (-2.76638, -5.90786, 1.82964)
N (-1.54555, -4.02733, 1.45754)
C (-0.51699, -4.45468, 0.53753)
H (-3.75057, -3.03155, 2.47171)
H (-2.67840, -3.49848, 3.76352)
H (-4.12578, -4.54085, 3.42931)
H (-1.35470, -3.10949, 1.84755)
H (0.46348, -4.58337, 0.99852)
H (-0.42659, -3.67825, -0.22441)
H (-0.83100, -5.37622, 0.04925)
Cl (-4.23026, -2.32441, -0.61879)
C (-3.07394, -3.02427, -1.77787)
C (-3.69867, -4.20040, -2.45970)
Cl (-2.65027, -4.81572, -3.76017)
H (-2.20961, -3.31152, -1.18563)
H (-2.76672, -2.23632, -2.45958)
H (-4.62689, -3.87339, -2.92892)
H (-3.93510, -4.99684, -1.76117)
Cl (-2.73041, 2.03635, 5.19146)
C (-3.32992, 1.29895, 3.68281)
C (-3.00734, -0.16935, 3.56574)
Cl (-3.50990, -1.13767, 4.98128)
H (-2.91124, 1.84501, 2.84145)
H (-4.40623, 1.47751, 3.64027)
H (-1.93554, -0.28388, 3.44966)
H (-3.49498, -0.60251, 2.70142)
Cl (2.84706, 3.00983, 4.31659)
C (1.72882, 2.54641, 3.01633)
C (2.14150, 1.23385, 2.40486)
Cl (3.66880, 1.45434, 1.46107)
H (1.66976, 3.35779, 2.29562)
H (0.71213, 2.39829, 3.39049)
H (1.37371, 0.91941, 1.69934)
H (2.32139, 0.44534, 3.12697)

Listed below, in e, are the Löwdin charges computed for each atom:
1. C -0.0198
2. C -0.7335
3. O -0.0777
4. O -0.0562
5. H 0.0590
6. H 0.0582
7. H 0.0414
8. C -0.0108
9. C -0.5402
10. O 0.0537
11. N 0.0098
12. C -0.0547
13. H 0.0838
14. H 0.0704
15. H 0.0834
16. H 0.1278
17. H 0.0658
18. H 0.0802
19. H 0.0658
20. C 0.0033
21. C -0.5523
22. O 0.0296
23. N 0.0203
24. C -0.0799
25. H 0.0602
26. H 0.0829
27. H 0.0731
28. H 0.1168
29. H 0.0450
30. H 0.0740
31. H 0.0838
32. C -0.0147
33. C -0.5586
34. O 0.0447
35. N -0.0037
36. C -0.0998
37. H 0.0903
38. H 0.0183
39. H 0.0695
40. H 0.1285
41. H 0.0820
42. H 0.0793
43. H 0.0831
44. C 0.0039
45. C -0.5560
46. O 0.0179
47. N 0.0130
48. C -0.0768
49. H 0.0804
50. H 0.0737
51. H 0.0582
52. H 0.0736
53. H 0.0872
54. H 0.0606
55. H 0.0816
56. C -0.0262
57. C -0.5619
58. O 0.0109
59. N 0.0002
60. C -0.0747
61. H 0.0521
62. H 0.0496
63. H 0.0791
64. H 0.0853
65. H 0.0768
66. H 0.0515
67. H 0.0882
68. Cl 0.5971
69. C -0.6620
70. C -0.6748
71. Cl 0.5422
72. H 0.0357
73. H 0.0564
74. H 0.0622
75. H 0.0743
76. Cl 0.5093
77. C -0.6570
78. C -0.6610
79. Cl 0.5431
80. H 0.0447
81. H 0.0698
82. H 0.0547
83. H 0.0584
84. Cl 0.5501
85. C -0.6725
86. C -0.6118
87. Cl 0.5738
88. H 0.0373
89. H 0.0837
90. H 0.0473
91. H 0.0688

---

No. 3
DFT (wB97M-V/def2-TZVPD) results for the molecule C5H12INOSi at a distorted geometry.

As for the SMILES: CC(C)C(=O)N[SiH2]CI. Its HOMO-LUMO gap is 8.79 eV. The calculation puts the total energy at -914.83805 hartree.

Geometry (Å):
C (2.32695, 0.50403, 0.55861)
C (1.18427, 1.14494, -0.25158)
C (0.70814, 2.44778, 0.33468)
C (-0.05147, 0.27715, -0.64717)
O (-1.07513, 0.71611, -1.17324)
N (-0.03573, -1.04734, -0.44923)
Si (-1.47435, -1.82229, -1.24623)
C (-2.64724, -1.67129, 0.74000)
I (-2.29262, -3.26476, 2.27302)
H (1.93234, 0.01733, 1.39825)
H (2.83378, 1.44661, 0.93861)
H (3.08810, -0.06191, 0.04363)
H (1.72706, 1.35404, -1.14418)
H (-0.33204, 2.26379, 0.39381)
H (0.87155, 3.27240, -0.35986)
H (1.03649, 2.75260, 1.25362)
H (0.87817, -1.52963, -0.28943)
H (-1.55160, -1.19420, -2.66139)
H (-1.08061, -3.19626, -1.42865)
H (-2.44201, -0.75701, 1.34731)
H (-3.60405, -1.65211, 0.36944)

Listed below, in e, are the Löwdin charges computed for each atom:
1. C -0.0683
2. C -0.3195
3. C -0.0542
4. C -0.5505
5. O -0.0400
6. N -0.0651
7. Si 0.7424
8. C -0.6470
9. I 0.5488
10. H 0.0568
11. H 0.0997
12. H 0.0719
13. H 0.1243
14. H 0.0605
15. H 0.0952
16. H 0.0490
17. H 0.1165
18. H -0.0126
19. H -0.0835
20. H -0.0229
21. H -0.1014

---

No. 4
DFT (wB97M-V/def2-TZVPD) results for the molecule C7H18N2O.

The value obtained for the energy above the lowest of the compared OMol25 structures with the same formula, charge and spin is 175.2 kJ/mol. As for the SMILES: C[C@H]([O-])[NH2+][C@H](C)C(C)(C)N. Its HOMO-LUMO gap is 9.00 eV. The calculation puts the total energy at -462.21514 hartree.

Geometry (Å):
C (-1.42924, -0.87946, -3.03252)
C (-0.49649, -1.44312, -1.96739)
O (-0.83958, -2.64760, -1.44149)
N (-0.61802, -0.62821, -0.63910)
C (0.59449, -0.03433, -0.03372)
C (1.54823, -1.14099, 0.40709)
C (0.17074, 0.96704, 1.08196)
C (-0.60024, 0.27541, 2.21200)
C (1.40977, 1.67503, 1.65221)
N (-0.75575, 1.92070, 0.43112)
H (-2.45784, -0.88174, -2.66388)
H (-1.38770, -1.53175, -3.90549)
H (-1.14885, 0.13360, -3.33811)
H (0.55363, -1.34599, -2.30528)
H (-0.93326, -1.76047, -0.37750)
H (-1.35104, 0.08339, -0.65626)
H (1.08748, 0.56269, -0.81134)
H (1.12052, -1.73048, 1.21855)
H (2.50102, -0.72737, 0.73576)
H (1.74029, -1.82628, -0.41766)
H (-1.48972, -0.23158, 1.83798)
H (0.02285, -0.45587, 2.72544)
H (-0.91701, 1.01361, 2.95319)
H (1.09861, 2.45934, 2.34549)
H (2.06225, 0.98992, 2.19530)
H (1.99494, 2.14147, 0.85474)
H (-0.25019, 2.55188, -0.18305)
H (-1.22987, 2.49117, 1.12198)

Listed below, in e, are the Löwdin charges computed for each atom:
1. C -0.0499
2. C -0.5326
3. O -0.2026
4. N 0.0400
5. C -0.3172
6. C -0.0290
7. C -0.5828
8. C -0.0357
9. C -0.0448
10. N 0.0590
11. H 0.0793
12. H 0.0785
13. H 0.0719
14. H 0.1292
15. H 0.1611
16. H 0.1241
17. H 0.1459
18. H 0.0862
19. H 0.0788
20. H 0.0806
21. H 0.0833
22. H 0.0808
23. H 0.0847
24. H 0.0831
25. H 0.0783
26. H 0.0851
27. H 0.0840
28. H 0.0805